Here is 15 unconnected molecules or ions with the total composition C72H189N15O21 at a distorted geometry from the OMol25 dataset. Energies are from ωB97M-V/def2-TZVPD.

Results
energy above the lowest of the compared OMol25 structures with the same formula, charge and spin: 97.08 kJ/mol
E_tot: -5257.42578 Ha
LUMO level: 0.49 eV
frontier orbital gap: 8.6 eV

The geometry in XYZ format:
```
297
Properties=species:S:1:pos:R:3:forces:R:3:lowdin_charge:R:1
C -11.37571 -28.94754 12.62041 0.11 1.02 -0.75 -0.09
O -10.73937 -29.21399 11.35251 0.62 -0.27 0.90 -0.23
C -9.50240 -28.52872 11.07628 -1.10 0.28 0.03 -0.20
C -8.58993 -29.38642 10.22395 -0.80 0.66 -0.78 -0.20
N -9.36198 -29.95163 9.10362 1.49 -0.51 -0.20 -0.02
C -8.57909 -31.03458 8.42192 -0.74 1.14 0.84 -0.18
C -9.58305 -31.83422 7.59575 0.23 0.08 -0.99 -0.21
O -10.63209 -32.29435 8.43143 -0.59 -0.20 -0.18 -0.23
C -10.28484 -33.35262 9.31564 0.73 -0.07 -1.56 -0.08
H -11.94713 -29.83687 12.90691 0.19 0.19 -0.06 0.07
H -12.08451 -28.08948 12.45320 0.51 -0.67 0.47 0.09
H -10.65888 -28.68430 13.43680 -0.37 -0.23 -0.69 0.09
H -9.01571 -28.23624 11.99821 0.22 -0.03 0.37 0.11
H -9.75294 -27.59248 10.54029 0.14 -0.32 0.03 0.12
H -8.05727 -30.15322 10.77124 0.04 -0.38 0.54 0.11
H -7.82821 -28.67739 9.86062 -0.05 -0.37 -0.16 0.10
H -10.18165 -30.42237 9.46353 -0.17 0.18 0.29 0.07
H -8.08275 -31.68000 9.17949 -0.26 0.06 -0.26 0.10
H -7.74419 -30.56596 7.89507 -0.28 -0.18 -0.55 0.11
H -9.06877 -32.70112 7.17184 0.06 -0.07 -0.25 0.11
H -10.05568 -31.25937 6.73313 0.77 -0.53 1.35 0.12
H -11.14173 -33.51822 9.90924 -0.65 0.19 1.26 0.05
H -9.36518 -33.04391 9.82948 -0.40 -0.70 0.41 0.09
H -10.18677 -34.34583 8.80204 0.52 0.83 -0.04 0.10
C -14.48131 -32.96721 11.71632 -0.57 0.63 1.44 -0.14
O -14.71576 -32.19932 10.56892 -0.06 -0.05 -1.10 -0.21
C -13.49395 -31.68320 9.92028 -2.38 -1.38 -0.36 -0.18
C -13.38711 -30.23662 10.15170 1.41 1.49 0.14 -0.20
N -14.42085 -29.36237 9.61802 1.22 -0.04 0.69 -0.02
C -14.58805 -29.44966 8.21133 0.23 0.54 -1.36 -0.24
C -15.50637 -28.35636 7.79426 -1.86 -1.15 -1.83 -0.18
O -16.78336 -28.65230 8.45825 1.94 0.82 -1.21 -0.21
C -17.40601 -27.49697 8.94758 -2.39 -0.07 0.16 -0.13
H -14.23704 -32.31180 12.57871 -0.01 -0.12 -0.22 0.09
H -13.66671 -33.68211 11.66189 0.18 -0.31 -0.51 0.08
H -15.40564 -33.49792 12.01851 0.42 0.23 -0.49 0.10
H -13.57843 -31.87730 8.81275 0.30 -0.31 1.17 0.12
H -12.77396 -32.26496 10.45405 1.44 0.03 -0.49 0.09
H -12.42957 -29.90255 9.66735 -0.62 -0.25 0.53 0.12
H -13.25934 -30.07945 11.23134 -0.22 0.24 -0.31 0.10
H -15.32015 -29.52137 10.00751 -0.74 -0.32 0.71 0.11
H -14.96662 -30.40369 7.88744 -0.44 -0.65 -0.31 0.11
H -13.68695 -29.29663 7.61913 0.40 0.04 0.51 0.09
H -15.59999 -28.26615 6.64642 -0.22 -0.56 1.49 0.13
H -15.12230 -27.41576 8.07742 0.26 1.10 0.83 0.06
H -16.80872 -26.55100 8.93205 -0.42 -0.96 0.14 0.09
H -17.78154 -27.81090 9.92997 0.53 0.73 0.42 0.08
H -18.40689 -27.37796 8.43075 1.13 0.42 -0.11 0.09
C -23.21099 -27.92526 -1.01897 -1.01 0.57 -0.14 -0.14
O -22.17211 -27.37333 -0.26526 0.78 -0.75 0.29 -0.20
C -21.51688 -28.34054 0.58654 0.93 2.18 -0.43 -0.19
C -20.25222 -27.67093 1.12026 2.13 0.79 -0.72 -0.21
N -19.55805 -28.66138 1.92773 0.22 -0.66 1.02 -0.06
C -18.37322 -28.23270 2.68395 -0.57 0.39 0.65 -0.20
C -18.06932 -29.14472 3.85646 0.69 -0.52 -0.71 -0.25
O -19.13630 -29.19229 4.74902 -0.87 0.21 0.01 -0.18
C -18.78977 -29.92649 5.88955 -0.25 0.34 1.40 -0.10
H -23.03122 -28.66409 -1.79590 1.20 0.05 -0.38 0.08
H -23.75184 -27.08593 -1.48789 0.12 -0.38 0.27 0.09
H -23.85406 -28.48176 -0.36996 -0.98 -0.10 0.69 0.07
H -21.19673 -29.17782 -0.02492 -0.38 -0.59 0.27 0.12
H -22.07330 -28.53348 1.51970 -0.48 -0.57 -0.73 0.13
H -20.47909 -26.75202 1.70318 -0.14 -0.31 -0.35 0.13
H -19.46809 -27.33493 0.29619 -1.83 -0.64 1.29 0.13
H -20.18946 -29.10887 2.59986 0.11 0.37 -0.32 0.11
H -18.39380 -27.23436 3.11765 -0.73 0.54 -0.09 0.11
H -17.52289 -28.17833 2.04105 0.79 -0.32 -0.68 0.07
H -17.17847 -28.83752 4.41442 0.25 0.44 -0.23 0.11
H -17.81055 -30.14431 3.47055 -0.28 -0.25 0.09 0.12
H -17.96923 -29.43080 6.45387 -0.26 -0.23 -0.31 0.08
H -18.44759 -30.91105 5.58085 -0.07 -0.43 0.21 0.07
H -19.65598 -29.98651 6.61630 0.79 -0.03 -1.13 0.11
C -11.16148 -34.72247 5.37407 -0.24 -0.96 1.62 -0.13
O -11.20388 -33.85368 4.32551 1.14 1.85 -0.93 -0.21
C -12.17676 -34.11166 3.36734 -1.20 -0.96 -0.26 -0.21
C -12.42874 -32.92496 2.42475 -0.49 -0.81 0.77 -0.21
N -11.49254 -32.92647 1.36516 1.69 0.19 -1.50 -0.05
C -11.39893 -31.66913 0.61053 -1.96 -0.32 0.04 -0.22
C -10.30498 -31.63641 -0.38893 -0.85 -2.09 -0.60 -0.26
O -9.11714 -31.57724 0.33641 1.24 0.10 -0.27 -0.20
C -8.03472 -31.79207 -0.55007 0.89 -0.74 0.73 -0.11
H -10.96143 -35.76935 5.06712 -0.23 0.29 0.04 0.10
H -12.10941 -34.66930 5.97427 0.52 -0.23 -0.41 0.09
H -10.33733 -34.41494 6.03253 -0.20 -0.05 -0.16 0.08
H -13.10457 -34.34500 3.94483 0.25 -0.03 -0.70 0.12
H -11.84296 -34.99527 2.75608 -0.57 0.48 0.37 0.14
H -12.29257 -32.01378 2.99602 -0.72 0.49 0.51 0.10
H -13.44692 -33.05005 1.99832 0.34 0.43 0.45 0.13
H -10.58517 -33.14614 1.73731 0.49 -0.07 0.14 0.10
H -11.30683 -30.76065 1.21513 -0.41 -0.10 0.35 0.09
H -12.35371 -31.66159 0.04799 0.26 0.62 0.20 0.12
H -10.44940 -30.78543 -1.10526 0.34 -0.71 0.35 0.13
H -10.36406 -32.67832 -0.87791 0.19 1.59 -0.11 0.15
H -7.07759 -31.63976 -0.04869 -0.20 0.01 0.44 0.09
H -8.06060 -31.05133 -1.31293 -0.13 0.44 -1.13 0.06
H -7.98510 -32.82396 -0.96736 -0.46 0.61 0.13 0.11
C -17.64179 -28.78686 -2.33292 0.32 -0.30 -0.92 -0.12
O -17.79972 -27.57852 -3.04023 -0.76 -0.15 0.49 -0.18
C -19.13570 -27.09130 -2.82656 0.30 0.06 -2.87 -0.20
C -19.14309 -25.69157 -3.41442 -0.19 -0.02 0.47 -0.22
N -20.46187 -25.24763 -3.71020 -1.45 0.49 -2.09 -0.08
C -21.10074 -24.47736 -2.71454 0.67 2.35 2.57 -0.24
C -22.48135 -23.90623 -3.11151 1.56 -1.40 -0.56 -0.21
O -22.32040 -23.26703 -4.37748 0.20 -0.51 0.26 -0.21
C -23.55126 -22.90463 -4.92731 -0.92 0.57 0.17 -0.13
H -18.27661 -29.60158 -2.68316 -0.73 0.16 -0.01 0.09
H -17.83337 -28.55112 -1.31490 -0.01 -0.41 1.27 0.05
H -16.66788 -29.23005 -2.49709 0.57 0.52 0.20 0.08
H -19.49432 -27.08768 -1.82294 0.04 -0.38 1.03 0.08
H -19.83552 -27.67267 -3.49879 0.47 0.27 0.96 0.14
H -18.63574 -25.76023 -4.34899 0.75 -0.01 -0.60 0.12
H -18.66447 -24.94816 -2.77674 0.56 -0.08 0.22 0.11
H -20.48453 -24.71648 -4.59938 -0.02 -0.54 0.90 0.13
H -20.40122 -23.62272 -2.31228 -0.97 -0.79 -0.92 0.14
H -21.21339 -25.04188 -1.77254 -0.31 -0.23 -0.41 0.11
H -22.87571 -23.20755 -2.38440 -0.06 0.11 0.34 0.12
H -23.09647 -24.83366 -3.14589 -0.33 0.76 -0.48 0.12
H -23.46675 -22.61731 -5.99522 0.23 -0.41 0.61 0.09
H -23.94339 -22.00314 -4.39004 -0.03 -0.63 -0.30 0.09
H -24.25399 -23.75553 -4.79634 0.06 0.57 -0.34 0.09
C -5.49470 -25.38712 1.16038 1.07 0.98 -2.08 -0.14
O -5.71467 -24.67029 2.34597 0.54 -0.76 -0.25 -0.19
C -6.93512 -24.03806 2.17323 -0.68 2.82 1.42 -0.25
C -7.30887 -23.31604 3.52411 -1.52 1.00 -1.32 -0.17
N -7.94266 -24.25217 4.48278 1.54 0.27 -0.47 -0.04
C -7.82566 -23.79210 5.86338 -0.83 0.17 -0.09 -0.23
C -8.28066 -24.82273 6.84964 -1.52 0.24 -1.80 -0.27
O -7.31535 -25.83682 6.92833 -0.91 -1.54 1.51 -0.18
C -7.72212 -26.84932 7.95421 1.55 1.93 -0.15 -0.06
H -4.51953 -25.95597 1.13289 -1.39 0.13 0.63 0.11
H -5.33629 -24.64195 0.28061 -0.44 -0.93 1.18 0.11
H -6.44729 -25.90957 0.94111 0.90 -0.58 -0.20 0.06
H -7.73619 -24.69997 1.87543 -0.33 -0.66 0.19 0.10
H -6.89600 -23.28568 1.33633 0.25 -0.36 0.68 0.13
H -8.05262 -22.48085 3.24630 0.75 -1.20 0.42 0.12
H -6.46112 -22.75457 3.95373 0.11 -0.52 -0.23 0.12
H -7.39401 -25.11304 4.34628 -0.66 0.34 0.43 0.07
H -8.37770 -22.85097 6.01545 -0.40 -0.37 -0.29 0.13
H -6.88271 -23.53699 6.26930 1.98 0.37 -0.44 0.11
H -9.28081 -25.14632 6.44259 0.66 -0.48 0.73 0.12
H -8.44002 -24.26633 7.74364 -0.10 -0.07 1.37 0.10
H -8.72184 -27.17896 7.79025 -1.04 0.10 0.08 0.06
H -7.53654 -26.43075 8.99946 -0.45 -0.48 -1.35 0.11
H -7.10646 -27.71493 7.79166 0.57 -0.24 -0.02 0.06
C -17.02835 -24.67889 5.57298 -1.75 1.06 -0.39 -0.05
C -17.51157 -23.65527 4.53067 -1.70 0.14 0.36 -0.44
C -16.48446 -22.57757 4.39919 0.29 -1.34 1.55 -0.31
O -16.91761 -21.58124 3.58464 0.89 1.92 -1.83 -0.16
C -15.76407 -20.80028 3.14932 -1.64 0.92 2.76 -0.06
N -17.89367 -24.20176 3.24651 -1.58 0.26 0.39 0.05
H -16.82091 -24.14084 6.48999 -0.26 -0.08 0.46 0.07
H -16.13063 -25.14246 5.31241 1.52 -0.93 -0.79 0.04
H -17.81899 -25.41663 5.67750 0.10 -0.18 0.35 0.08
H -18.48572 -23.20484 4.91600 1.23 -0.31 -0.09 0.16
H -15.57954 -23.08998 4.01987 0.12 0.34 0.05 0.13
H -16.32790 -22.23096 5.43447 0.57 0.37 -0.14 0.13
H -15.05636 -21.41169 2.68418 0.92 -1.00 -1.40 0.03
H -15.23970 -20.48189 4.09836 -0.46 0.25 -0.84 0.10
H -16.11256 -19.92804 2.57844 0.22 -0.51 0.11 0.10
H -18.42844 -23.48916 2.73322 0.54 -0.54 0.22 0.08
H -17.11769 -24.51611 2.71392 0.84 -0.44 -0.65 -0.01
C -6.18967 -29.46857 4.71666 0.12 -1.30 -0.20 -0.04
C -7.33731 -28.67721 3.95552 1.51 -0.61 2.29 -0.42
C -8.64163 -28.79828 4.74214 1.34 -0.49 -0.38 -0.20
O -9.00197 -30.13450 4.85255 -0.96 -0.98 0.43 -0.20
C -9.28396 -30.80102 3.63917 -0.15 -0.14 -0.25 -0.08
N -7.05910 -27.28119 3.79224 0.81 2.09 1.20 0.05
H -5.17577 -29.44210 4.21586 -1.23 0.00 0.17 0.08
H -6.44392 -30.57348 4.95350 0.22 1.69 -0.74 0.10
H -6.01382 -29.04464 5.70657 -0.18 0.36 0.05 0.05
H -7.50450 -29.14724 3.01568 0.02 -0.12 -1.04 0.11
H -9.35587 -28.24665 4.17316 -1.01 0.71 -0.12 0.10
H -8.51365 -28.43484 5.76319 -0.17 0.27 -0.10 0.12
H -9.89757 -31.69120 3.85935 0.45 0.24 0.02 0.09
H -8.35531 -31.06443 3.13061 0.02 -0.42 -0.02 0.09
H -9.84313 -30.20016 2.90801 -0.10 0.22 0.44 0.06
H -6.29001 -27.05293 3.16529 -0.13 -0.35 0.09 0.06
H -6.80662 -26.78497 4.71771 -0.57 -1.49 -1.63 0.11
C -14.38357 -31.54500 -2.76646 -2.39 -0.46 -1.38 -0.06
C -14.74182 -32.59998 -1.77028 -0.35 -0.79 0.34 -0.44
C -15.53497 -32.14856 -0.57826 -0.15 1.69 0.78 -0.22
O -16.76501 -31.50554 -0.95300 1.09 -0.75 0.05 -0.19
C -17.33415 -30.96082 0.22111 0.62 -0.15 -0.70 -0.11
N -15.44999 -33.68486 -2.48048 0.32 0.78 -0.85 0.05
H -13.74795 -31.98850 -3.47764 0.80 -0.79 -1.10 0.06
H -13.84582 -30.69079 -2.45857 0.01 1.19 0.88 0.06
H -15.35366 -31.33982 -3.34354 1.42 0.45 0.83 0.11
H -13.84182 -33.06368 -1.37280 0.30 -0.03 0.14 0.13
H -14.99711 -31.45196 0.12614 0.09 -0.21 -0.89 0.12
H -15.72482 -32.98761 0.07944 -0.42 -0.67 0.08 0.11
H -16.80848 -30.02350 0.46807 -0.29 -0.30 0.36 0.09
H -17.28533 -31.72356 0.98508 0.11 0.07 0.77 0.08
H -18.35589 -30.81102 -0.00038 -1.13 0.63 -0.05 0.07
H -15.73853 -34.36984 -1.83240 -0.14 -1.04 0.92 0.05
H -16.32533 -33.36116 -2.88041 0.13 0.37 -0.06 0.07
C -10.57161 -26.36856 -0.21393 0.15 -0.67 -1.30 -0.03
C -10.18361 -27.83168 -0.16580 0.46 -0.30 0.21 -0.43
C -8.71173 -27.95259 -0.50208 0.91 0.50 -1.65 -0.18
O -8.37367 -27.29186 -1.76004 0.30 -0.61 0.58 -0.19
C -6.98719 -27.48383 -2.05711 -0.65 2.77 -0.47 -0.10
N -10.30742 -28.44770 1.14792 -1.52 2.51 0.68 0.07
H -9.85757 -25.81226 0.38144 -0.04 0.40 0.17 0.07
H -11.59220 -26.17400 0.04999 -0.52 0.04 0.54 0.06
H -10.48034 -26.09179 -1.27683 0.16 0.31 0.47 0.09
H -10.77225 -28.46481 -0.84126 -0.05 0.39 -0.14 0.14
H -8.38723 -29.02489 -0.55694 -0.18 0.79 0.26 0.12
H -8.16106 -27.38829 0.26502 0.09 -0.48 0.23 0.11
H -6.69774 -26.83606 -2.93861 -0.54 -0.57 1.00 0.11
H -6.81281 -28.46548 -2.33174 0.48 -2.25 -0.45 0.05
H -6.34811 -27.20315 -1.21435 -0.03 -0.02 0.08 0.07
H -9.93020 -29.33578 1.07566 1.10 -2.03 0.37 -0.01
H -9.86175 -27.88590 1.88730 -0.08 -0.49 -0.51 0.09
C -16.65581 -25.12799 -0.46715 0.77 0.21 1.01 -0.04
C -15.40074 -25.09503 0.41728 0.10 0.88 1.90 -0.34
C -15.02686 -23.58141 0.64033 -1.14 -1.26 0.45 -0.24
O -14.55293 -23.09503 -0.54750 -0.34 -0.30 -1.59 -0.17
C -14.33822 -21.73602 -0.54862 -0.12 1.10 -0.40 -0.12
N -15.67617 -25.62030 1.79444 0.29 -0.74 -0.75 0.04
H -17.44132 -24.47485 -0.06424 0.30 0.03 -0.19 0.09
H -17.08967 -26.09466 -0.60563 -0.09 -0.91 0.07 0.05
H -16.27978 -24.81713 -1.41133 -0.27 0.57 -1.06 0.07
H -14.55929 -25.67658 -0.00938 -0.33 0.58 -0.24 0.14
H -14.29865 -23.34314 1.39597 0.77 -0.65 0.81 0.10
H -15.94267 -23.07269 1.03543 0.15 -0.15 -0.65 0.13
H -13.91011 -21.47138 -1.52513 -0.26 0.03 0.22 0.10
H -13.58844 -21.50561 0.20376 0.10 0.44 0.39 0.07
H -15.28012 -21.14105 -0.37414 0.76 -0.48 -0.07 0.11
H -14.80544 -25.75577 2.30589 0.43 0.68 0.06 0.04
H -15.84853 -26.61035 1.65028 -0.83 -0.12 -0.03 0.04
C -14.31979 -29.01036 2.71139 -0.91 1.40 -0.86 -0.05
C -13.75165 -28.17744 3.82466 -0.61 -1.41 1.51 -0.46
C -12.85405 -29.12180 4.61475 1.57 0.71 -0.76 -0.24
O -13.56261 -30.12782 5.23142 -0.04 -0.60 0.73 -0.20
C -12.74953 -30.96964 6.06509 -0.21 1.12 0.16 -0.07
N -13.04357 -27.08287 3.27105 0.20 0.77 -0.15 0.07
H -14.78970 -29.91185 3.05646 0.08 -0.60 0.10 0.07
H -13.51970 -29.15419 1.96958 -0.39 -0.40 0.02 0.09
H -15.12631 -28.37939 2.28782 0.35 -0.54 -0.36 0.06
H -14.60379 -27.87080 4.45541 0.29 0.22 0.08 0.13
H -12.12402 -28.64871 5.28912 -0.50 0.47 0.48 0.13
H -12.15916 -29.47896 3.83402 0.04 -0.63 -0.07 0.12
H -13.47747 -31.64975 6.50822 0.53 -0.18 0.18 0.07
H -12.19208 -30.35610 6.83840 -0.64 -0.65 -0.66 0.10
H -12.00408 -31.48070 5.46753 0.14 -0.39 -0.19 0.08
H -12.31377 -26.70950 3.88361 -0.15 0.02 -0.41 0.05
H -12.62281 -27.41670 2.41452 0.53 0.29 -0.10 0.06
C -12.26068 -26.71475 8.27989 -0.90 1.43 0.65 -0.02
C -12.60614 -25.91523 9.57676 -0.53 -0.92 0.33 -0.41
C -12.47544 -24.44773 9.37687 1.05 1.48 -0.09 -0.19
O -11.12044 -24.02776 9.65647 -0.63 -1.05 -0.09 -0.19
C -10.80644 -22.79923 9.10608 0.81 0.67 -0.62 -0.15
N -14.00676 -26.14655 10.03903 0.27 -0.07 0.27 0.04
H -13.16969 -26.54355 7.66628 0.54 -0.54 -0.05 0.07
H -12.13743 -27.77290 8.54898 0.27 0.32 -0.53 0.07
H -11.40958 -26.20073 7.75172 -0.52 -0.98 0.66 0.08
H -11.93995 -26.22462 10.37182 0.61 0.03 0.20 0.12
H -13.06831 -23.86460 10.10165 -0.43 -0.28 -0.55 0.13
H -12.70741 -24.20371 8.31447 -0.19 0.16 0.73 0.11
H -10.88140 -22.82955 7.98880 0.18 0.17 0.68 0.08
H -9.77576 -22.60015 9.43397 -0.15 0.05 -0.44 0.09
H -11.39083 -21.93709 9.46537 -0.32 -0.34 0.05 0.09
H -14.14323 -25.65543 10.94444 0.17 -0.47 -0.87 0.08
H -14.13411 -27.14848 10.21999 -0.05 0.21 -0.17 0.05
C -12.31425 -24.21587 5.70857 -1.04 1.13 -0.01 -0.05
C -12.18058 -24.09894 4.19238 0.32 1.20 0.31 -0.42
C -11.93053 -22.63607 3.79219 0.59 1.22 -0.10 -0.18
O -11.76477 -22.50793 2.35895 -0.18 -0.75 1.43 -0.21
C -11.27738 -21.23812 2.05509 0.50 0.00 -0.52 -0.14
N -11.07731 -24.90368 3.74620 -1.77 -1.12 -1.90 0.06
H -12.58814 -25.17078 6.09982 -0.55 -0.86 -0.37 0.04
H -13.00705 -23.47009 6.17596 0.43 -0.47 -0.61 0.10
H -11.36036 -24.06824 6.15471 1.10 0.50 0.32 0.04
H -13.09336 -24.38648 3.65210 0.12 -0.27 0.27 0.12
H -11.00098 -22.16951 4.25661 -0.74 -0.96 -0.17 0.13
H -12.73915 -21.95116 4.08763 -0.25 -0.25 0.09 0.11
H -10.90201 -21.33383 1.02586 -0.51 0.67 0.13 0.10
H -10.41603 -20.95979 2.66482 0.27 -0.19 0.24 0.07
H -12.01912 -20.45369 2.25826 -0.09 -0.03 -0.57 0.09
H -10.22340 -24.83890 4.22229 1.41 0.64 0.71 0.02
H -10.98240 -24.72573 2.74272 0.48 -0.26 0.49 0.08
C -16.09143 -36.16347 8.40122 1.93 0.61 0.30 -0.07
C -14.97618 -35.36564 7.68136 -0.52 -0.24 0.78 -0.39
C -15.71919 -34.35939 6.81930 -0.45 0.15 -0.57 -0.21
O -14.90953 -33.60221 5.92952 0.57 -0.32 0.69 -0.21
C -15.62087 -32.64459 5.20450 -0.83 0.65 -0.84 -0.13
N -14.04132 -34.92118 8.74638 0.43 -0.63 -1.23 0.08
H -15.61441 -36.99227 8.88739 0.09 -0.29 0.63 0.07
H -16.75409 -36.55492 7.72088 -1.70 -0.97 -1.73 0.04
H -16.65945 -35.55935 9.08756 0.04 0.34 0.47 0.08
H -14.44190 -36.04508 6.99131 -0.01 0.22 0.46 0.14
H -16.25582 -33.65715 7.46664 -0.19 0.00 0.07 0.13
H -16.47754 -34.96485 6.23702 0.58 0.72 0.36 0.14
H -14.94981 -31.89857 4.75331 0.12 -0.61 0.04 0.07
H -16.30587 -32.00625 5.80808 0.18 -0.66 0.07 0.09
H -16.20932 -33.14406 4.39764 0.16 0.39 0.42 0.10
H -14.24214 -34.04342 9.18255 -0.69 0.55 0.06 0.03
H -13.12148 -34.82652 8.34394 0.25 0.12 -0.04 0.05
```
Forces are in eV/Å.